Entry 1:
{
  "formula": "CH4NOP",
  "method": "ωB97M-V/def2-TZVPD",
  "spin_multiplicity": 1,
  "energy_ev": -13928.511,
  "orbital_gap_ev": 10.36,
  "e_lumo_ev": 0.5,
  "homo_energy_ev": -9.8,
  "elements": ["C", "N", "O", "P", "H", "H", "H", "H"],
  "coordinates": [[-0.40, 0.30, 0.94], [0.04, -0.41, -0.27], [1.23, -0.50, -2.61], [1.18, 0.19, -1.30], [-1.38, 0.56, 0.95], [-0.36, -0.27, 1.83], [0.34, 1.22, 1.04], [-0.65, -1.09, -0.59]]
}


Entry 2:
{
  "formula": "C54H47FN6O4S4W",
  "method": "ωB97M-V/def2-TZVPD",
  "spin_multiplicity": 3,
  "energy_ev": -121759.001,
  "total_charge": 2,
  "orbital_gap_ev": [6.89, 5.55],
  "e_lumo_ev": [-4.7, -6.5],
  "homo_energy_ev": [-11.6, -12.1],
  "elements": ["W", "N", "S", "N", "S", "N", "S", "N", "C", "C", "C", "C", "C", "C", "C", "C", "C", "C", "C", "C", "C", "C", "C", "C", "C", "C", "C", "C", "C", "C", "C", "C", "C", "C", "C", "C", "C", "C", "C", "C", "C", "C", "C", "C", "H", "H", "H", "H", "H", "H", "H", "H", "H", "H", "H", "H", "H", "H", "H", "H", "H", "H", "H", "H", "H", "H", "H", "H", "H", "H", "H", "H", "H", "H", "O", "C", "O", "C", "C", "C", "C", "O", "C", "O", "C", "C", "H", "H", "H", "H", "H", "F", "C", "C", "C", "C", "C", "C", "H", "H", "H", "H", "C", "N", "C", "C", "N", "C", "S", "H", "H", "H", "H", "H", "H", "H", "H"],
  "coordinates": [[0.12, -0.05, 0.35], [1.33, 0.65, -0.81], [1.34, 1.57, -2.11], [-1.52, 0.37, -0.93], [-1.98, -0.39, -2.11], [-1.55, -1.94, -2.29], [-1.23, -2.62, -0.88], [-0.22, -1.97, 0.03], [-0.63, -4.21, -1.37], [0.51, -4.21, -2.16], [1.07, -5.42, -2.54], [0.48, -6.61, -2.13], [-0.65, -6.59, -1.33], [-1.22, -5.39, -0.94], [-2.77, -2.91, -0.06], [-3.85, -3.36, -0.81], [-5.07, -3.54, -0.18], [-5.20, -3.25, 1.17], [-4.11, -2.80, 1.91], [-2.88, -2.63, 1.29], [-3.75, -0.36, -2.24], [-4.37, -0.93, -3.35], [-5.75, -0.95, -3.39], [-6.49, -0.41, -2.34], [-5.85, 0.16, -1.25], [-4.46, 0.19, -1.19], [-1.42, 0.28, -3.65], [-0.47, -0.37, -4.42], [0.07, 0.31, -5.51], [-0.35, 1.60, -5.81], [-1.31, 2.23, -5.03], [-1.86, 1.57, -3.94], [1.90, 3.18, -1.61], [2.63, 3.34, -0.44], [3.02, 4.62, -0.07], [2.68, 5.71, -0.87], [1.94, 5.53, -2.03], [1.53, 4.26, -2.40], [2.73, 0.95, -3.06], [3.05, -0.39, -2.92], [4.05, -0.92, -3.72], [4.70, -0.12, -4.65], [4.36, 1.22, -4.78], [3.36, 1.77, -3.98], [0.96, -3.27, -2.48], [1.95, -5.43, -3.16], [0.92, -7.55, -2.42], [-1.10, -7.52, -1.00], [-2.10, -5.37, -0.32], [-3.74, -3.57, -1.87], [-5.92, -3.90, -0.75], [-6.15, -3.39, 1.66], [-4.22, -2.58, 2.96], [-2.02, -2.27, 1.84], [-3.78, -1.35, -4.16], [-6.26, -1.38, -4.25], [-7.57, -0.43, -2.38], [-6.43, 0.59, -0.44], [-3.93, 0.63, -0.36], [-0.16, -1.37, -4.17], [0.81, -0.18, -6.12], [0.07, 2.11, -6.67], [-1.65, 3.22, -5.28], [-2.60, 2.06, -3.31], [2.85, 2.48, 0.18], [3.57, 4.77, 0.85], [2.99, 6.70, -0.57], [1.67, 6.38, -2.63], [0.92, 4.11, -3.28], [2.54, -1.00, -2.19], [4.32, -1.96, -3.62], [5.48, -0.54, -5.28], [4.87, 1.85, -5.50], [3.11, 2.81, -4.08], [-1.23, 0.11, 1.97], [-1.18, 1.40, 1.99], [-0.38, 1.90, 1.13], [-1.96, 2.19, 2.91], [-1.82, 3.57, 2.90], [-2.55, 4.37, 3.78], [-3.40, 3.72, 4.64], [-4.19, 4.27, 5.58], [-4.91, 3.19, 6.20], [-4.43, 1.97, 5.61], [-3.54, 2.34, 4.66], [-2.83, 1.54, 3.81], [-1.14, 4.02, 2.19], [-2.46, 5.45, 3.78], [-5.97, 3.30, 6.00], [-4.70, 3.18, 7.27], [-2.93, 0.46, 3.81], [4.21, -3.32, 3.78], [3.37, -2.51, 3.12], [3.85, -1.82, 2.02], [2.99, -0.97, 1.36], [1.63, -0.78, 1.77], [1.22, -1.52, 2.92], [2.06, -2.39, 3.57], [4.87, -1.96, 1.69], [3.34, -0.42, 0.49], [0.21, -1.41, 3.27], [1.75, -2.98, 4.43], [5.29, 1.46, 2.28], [4.69, 0.99, 3.51], [5.52, 0.41, 4.58], [4.49, 0.09, 5.69], [3.23, 0.41, 5.02], [3.40, 0.95, 3.81], [2.10, 1.47, 2.83], [5.85, 0.65, 1.81], [5.97, 2.28, 2.48], [4.50, 1.79, 1.61], [6.27, 1.13, 4.91], [6.02, -0.48, 4.21], [4.62, 0.71, 6.57], [4.52, -0.96, 5.98], [2.32, 0.38, 5.45]]
}


Entry 3:
{
  "formula": "C26H36N4O5S5SiSr",
  "method": "ωB97M-V/def2-TZVPD",
  "spin_multiplicity": 1,
  "energy_ev": -106644.269,
  "total_charge": -2,
  "orbital_gap_ev": 5.40,
  "e_lumo_ev": 3.8,
  "homo_energy_ev": -1.6,
  "elements": ["Sr", "S", "C", "C", "N", "C", "S", "C", "N", "O", "C", "C", "C", "C", "C", "C", "C", "O", "N", "N", "C", "S", "C", "C", "S", "H", "H", "H", "H", "H", "H", "H", "H", "H", "C", "C", "C", "C", "O", "Si", "S", "O", "C", "C", "C", "C", "O", "C", "C", "C", "C", "H", "H", "H", "H", "H", "H", "H", "H", "H", "H", "H", "H", "H", "H", "H", "H", "H", "H", "H", "H", "H", "H", "H", "H", "H", "H", "H"],
  "coordinates": [[2.37, 1.22, 0.32], [5.20, 1.82, 0.79], [5.95, 0.24, 0.90], [7.41, 0.23, 0.74], [8.55, 0.25, 0.60], [5.34, -0.95, 1.14], [3.62, -1.22, 1.39], [6.18, -2.14, 1.21], [6.83, -3.09, 1.28], [1.31, 6.95, -0.58], [2.67, 6.79, -0.56], [3.52, 7.85, -0.87], [4.89, 7.66, -0.89], [5.43, 6.41, -0.62], [4.57, 5.36, -0.31], [3.19, 5.53, -0.25], [2.34, 4.34, 0.13], [2.44, 3.28, -0.58], [1.64, 4.51, 1.22], [0.97, 3.33, 1.65], [-0.23, 3.21, 1.25], [-1.26, 1.92, 1.86], [-2.26, 1.89, 0.35], [-2.55, 3.35, 0.01], [-0.99, 4.28, 0.07], [1.12, 7.88, -0.74], [3.09, 8.82, -1.11], [5.54, 8.49, -1.14], [6.50, 6.24, -0.65], [4.97, 4.37, -0.11], [-3.16, 1.31, 0.53], [-1.67, 1.40, -0.43], [-3.25, 3.78, 0.73], [-2.95, 3.44, -0.99], [-2.78, -1.24, -3.05], [-3.67, -1.35, -1.82], [-4.67, -0.21, -1.80], [-4.40, -2.69, -1.81], [-2.92, -1.23, -0.61], [-1.35, -1.67, -0.25], [0.11, -0.49, -1.05], [-1.28, -3.24, -0.82], [-0.18, -4.17, -0.88], [0.26, -4.23, -2.34], [1.00, -3.78, 0.01], [-0.74, -5.51, -0.44], [-1.34, -1.69, 1.41], [-2.14, -2.34, 2.39], [-2.85, -1.25, 3.19], [-3.17, -3.29, 1.79], [-1.18, -3.11, 3.28], [-3.40, -1.27, -3.95], [-2.07, -2.08, -3.09], [-2.20, -0.32, -3.02], [-5.40, -0.30, -2.61], [-4.15, 0.75, -1.90], [-5.21, -0.21, -0.84], [-4.98, -2.83, -2.72], [-5.08, -2.75, -0.95], [-3.67, -3.50, -1.72], [0.62, -3.24, -2.64], [-0.59, -4.50, -2.97], [1.06, -4.96, -2.48], [1.49, -2.87, -0.34], [1.73, -4.59, 0.01], [0.67, -3.61, 1.04], [-1.64, -5.75, -1.01], [-1.00, -5.49, 0.63], [0.00, -6.30, -0.59], [-3.50, -0.67, 2.52], [-2.12, -0.58, 3.64], [-3.46, -1.69, 3.98], [-3.91, -2.74, 1.19], [-3.69, -3.81, 2.60], [-2.70, -4.03, 1.14], [-0.38, -2.44, 3.62], [-0.73, -3.94, 2.73], [-1.70, -3.51, 4.16]]
}


Entry 4:
{
  "formula": "C14H13N3O2S",
  "method": "ωB97M-V/def2-TZVPD",
  "spin_multiplicity": 1,
  "energy_ev": -34128.277,
  "orbital_gap_ev": 8.90,
  "e_lumo_ev": 0.4,
  "homo_energy_ev": -8.5,
  "elements": ["N", "C", "N", "O", "C", "O", "C", "H", "H", "S", "C", "C", "C", "C", "C", "C", "H", "H", "H", "H", "H", "C", "C", "C", "N", "C", "C", "H", "H", "H", "H", "H", "H"],
  "coordinates": [[-2.33, -0.60, 0.28], [-2.08, -0.01, 1.47], [-0.99, 0.52, 1.87], [0.09, 0.60, 0.97], [-0.04, 1.38, -0.10], [-1.04, 1.96, -0.42], [1.24, 1.36, -0.90], [2.10, 1.25, -0.24], [1.31, 2.25, -1.52], [1.15, -0.12, -1.97], [2.83, -0.34, -2.50], [3.16, -1.59, -3.03], [4.44, -1.83, -3.49], [5.40, -0.84, -3.41], [5.08, 0.40, -2.89], [3.79, 0.66, -2.44], [3.55, 1.64, -2.05], [5.82, 1.18, -2.83], [6.41, -1.03, -3.76], [4.68, -2.80, -3.89], [2.40, -2.35, -3.08], [-3.17, -0.03, 2.47], [-3.27, 0.98, 3.42], [-4.31, 0.92, 4.34], [-5.20, -0.05, 4.36], [-5.10, -1.01, 3.47], [-4.11, -1.06, 2.50], [-4.06, -1.89, 1.81], [-5.85, -1.79, 3.53], [-4.43, 1.69, 5.09], [-2.55, 1.78, 3.42], [-3.28, -0.75, -0.01], [-1.66, -0.51, -0.47]]
}